Computed, not measured: C8H24BrO4 as an isolated structure at a distorted geometry, with ωB97M-V/def2-TZVPD.

```
! wB97M-V def2-TZVPD RIJCOSX def2/J DEFGRID3
* xyz -1 1
Br 0.1389 0.0977 -0.3012
C 0.1044 1.6620 2.9988
C 1.0829 0.4645 2.9649
C 0.4929 -0.8981 3.4247
O 1.4935 0.1405 1.6402
H -0.4603 1.7172 3.9295
H -0.4620 1.6665 2.0675
H 0.6811 2.5841 3.0705
H 1.9637 0.6064 3.5912
H -0.4226 -1.0812 2.8621
H 0.2077 -0.8334 4.4747
H 1.1857 -1.7371 3.4895
H 0.7009 -0.1911 1.2119
C 1.4274 -1.2634 -3.1845
C 1.5452 0.2315 -2.8800
C 0.2995 1.0729 -3.3239
O 1.9195 0.4388 -1.5865
H 1.4454 -1.3123 -4.2733
H 0.5129 -1.6916 -2.7743
H 2.2634 -1.8487 -2.8017
H 2.3381 0.6729 -3.4838
H 0.3888 2.0621 -2.8749
H -0.6685 0.7081 -2.9804
H 0.3489 1.0338 -4.4121
H 1.0722 0.5655 -1.1532
C -1.6894 -1.3603 -1.6813
O -0.2895 -1.7228 -1.6804
H -2.3039 -2.1022 -2.1912
H -2.0476 -1.2620 -0.6565
H -1.7512 -0.3438 -2.0700
H 0.1662 -1.0066 -1.2320
C -2.1461 0.3952 1.8935
O -1.7403 1.1487 0.7857
H -2.2229 -0.6883 1.8034
H -1.5156 0.5627 2.7668
H -3.1878 0.6835 2.0343
H -0.8716 0.8286 0.5318
*
```

As for the gap between HOMO and LUMO: 7.44 eV. The value obtained for the relative energy (zero: lowest compared OMol25 entry of this formula, charge and spin) is 14.280 eV. The lowest unoccupied orbital energy is 3.54 eV.

Atomic partial charges in e from the Löwdin method, atoms 1 to 8:
1 Br 1.350
2 C -0.074
3 C -0.434
4 C -0.067
5 O -0.206
6 H 0.081
7 H 0.040
8 H 0.076

Computed, not measured: C8H24ClI2P2RuS as an isolated structure at a distorted geometry, with ωB97M-V/def2-TZVPD.

```
! wB97M-V def2-TZVPD RIJCOSX def2/J DEFGRID3
* xyz 2 6
I 2.7042 1.5271 -1.0567
I 2.3623 -2.3302 0.7135
Ru 0.6990 0.1282 -0.0423
P 0.7735 0.2567 2.1969
C 2.3664 0.9835 2.6624
C -0.4024 1.4127 2.9945
H -0.1926 1.4375 4.0707
H 0.6508 -0.9199 4.3093
H -1.4270 1.0551 2.8209
H -0.3853 -1.6732 3.0401
H 2.6406 1.7397 1.9161
H -0.2966 2.4212 2.5711
C 0.5850 -1.2138 3.2555
H 2.2694 1.4495 3.6541
H 1.3686 -1.9524 3.0221
H 3.1378 0.2056 2.6537
P -0.0543 -1.4131 -1.4674
C 1.1447 -1.6116 -2.8188
C -0.3923 -3.1344 -0.9109
H -2.4207 -0.9850 -1.6460
H -1.8109 -1.8635 -3.0941
H -1.5129 -0.1090 -2.9194
C -1.6051 -1.0573 -2.3763
H -1.1341 -3.0850 -0.0999
H -0.7670 -3.7394 -1.7500
H 0.6372 -2.0483 -3.6910
H 1.9699 -2.2593 -2.4914
H 0.5321 -3.5938 -0.5157
H 1.5537 -0.6238 -3.0748
Cl -1.7370 -0.8239 0.9524
C -0.1435 2.7345 -2.2056
S -0.5229 2.0973 -0.5480
C -2.3299 2.0777 -0.6383
H 0.8743 2.4563 -2.5106
H -0.2026 3.8194 -2.1504
H -0.8977 2.3545 -2.8935
H -2.6856 2.9373 -0.0576
H -2.6505 2.2035 -1.6800
H -2.6985 1.1394 -0.1946
*
```

As for the gap between HOMO and LUMO (alpha / beta): 6.04 / 5.70 eV. The lowest unoccupied orbital energy (alpha / beta) is -8.80 / -10.65 eV.

Atomic partial charges in e from the Löwdin method, atoms 1 to 8:
1 I 0.665
2 I 0.855
3 Ru 0.194
4 P 0.516
5 C -0.272
6 C -0.248
7 H 0.073
8 H 0.081